# 1
The following is a quantum chemistry calculation of a molecular structure, C28H36Cl5N4O5P2S3W at a distorted geometry, from the Open Molecules 2025 dataset.

Each line ends with the Löwdin spin population.
Geometry (Å):
W1 0.9081 -1.0018 0.4529  2.395
O1 -1.1245 -0.6997 1.3511  0.044
N1 -1.8504 -1.2960 2.2963  0.009
C1 -3.1386 -1.5440 1.9754  0.003
C2 -3.9855 -2.1670 2.8444  0.001
C3 -3.4894 -2.5698 4.0873  0.004
C4 -2.1825 -2.3042 4.4082  0.002
C5 -1.3224 -1.6252 3.5190  0.009
S1 0.2941 -1.2289 3.8584  0.044
H1 -3.4290 -1.2166 0.9887  0.000
H2 -5.0130 -2.3381 2.5556  0.000
H3 -4.1316 -3.0895 4.7887  0.000
H4 -1.7606 -2.6003 5.3580  0.000
Cl1 0.5471 -1.5042 -3.1531  0.011
C6 0.2059 -2.8669 -2.1329  0.031
C7 0.2144 -2.7445 -0.7183  0.018
C8 -0.2604 -3.9245 -0.0911  0.035
Cl2 -0.4951 -3.9466 1.6266  0.026
C9 -0.6052 -5.1026 -0.7513  -0.006
Cl3 -1.1333 -6.4856 0.1296  -0.003
C10 -0.5218 -5.1668 -2.1322  0.029
Cl4 -0.9274 -6.6114 -2.9682  0.010
C11 -0.1292 -4.0336 -2.8244  -0.007
Cl5 -0.0684 -4.0873 -4.5470  -0.004
C12 3.3852 -1.8386 3.2216  0.010
P1 2.6532 -2.3812 1.6331  0.085
C13 2.7032 -4.1948 1.8596  0.011
C14 4.1540 -2.2227 0.5633  0.011
C15 4.3015 -0.7737 0.0931  0.014
P2 2.8690 -0.4926 -1.0240  0.053
C16 2.9811 1.2563 -1.5262  0.003
C17 3.5636 -1.2718 -2.5371  0.006
H5 4.4065 -2.2130 3.2888  0.000
H6 2.7946 -2.2373 4.0428  0.000
H7 3.3758 -0.7521 3.2991  0.000
H8 3.7392 -4.4794 2.0474  0.000
H9 2.3404 -4.7015 0.9648  0.000
H10 2.0879 -4.4894 2.7056  0.000
H11 4.0082 -2.8862 -0.2939  0.001
H12 5.0322 -2.5710 1.1073  0.000
H13 5.2495 -0.6067 -0.4185  0.001
H14 4.2449 -0.0809 0.9352  0.001
H15 3.9322 1.4268 -2.0355  0.000
H16 2.9028 1.8955 -0.6551  0.000
H17 2.1528 1.4742 -2.2060  0.000
H18 4.6360 -1.0824 -2.5437  0.000
H19 3.1160 -0.8154 -3.4150  0.000
H20 3.3797 -2.3446 -2.5792  0.000
C18 0.6222 5.9820 0.0713  0.000
C19 -0.5383 5.3353 -0.6407  0.000
C20 -1.6513 4.8877 0.0639  0.000
C21 -2.7111 4.2738 -0.5932  0.000
C22 -2.6539 4.1193 -1.9693  0.000
C23 -1.5630 4.5773 -2.6960  0.000
C24 -0.5153 5.1812 -2.0277  0.000
S2 -3.9534 3.2548 -2.7935  0.000
O2 -4.1036 3.8380 -4.0915  0.000
O3 -5.0551 3.1696 -1.8771  0.000
N2 -3.4206 1.7170 -3.0259  0.000
C25 -3.3708 0.8335 -1.8453  0.000
C26 -2.1211 -0.0400 -1.8382  0.002
C27 -0.8376 0.7601 -1.7229  0.013
O4 -0.6151 1.6850 -2.4970  0.012
O5 -0.0452 0.4687 -0.7416  0.067
H21 0.4810 5.9707 1.1521  0.000
H22 0.7408 7.0209 -0.2459  0.000
H23 1.5552 5.4626 -0.1590  0.000
H24 -1.6895 5.0289 1.1401  0.000
H25 -3.5933 3.9356 -0.0622  0.000
H26 -1.5436 4.4558 -3.7721  0.000
H27 0.3436 5.5358 -2.5878  0.000
H28 -2.5200 1.7438 -3.5029  0.000
H29 -4.2496 0.1911 -1.8477  0.000
H30 -3.4175 1.4397 -0.9373  0.000
H31 -2.0668 -0.6128 -2.7677  0.001
H32 -2.1775 -0.7291 -1.0011  0.000
N3 -0.2823 1.9424 3.0502  0.002
C28 0.3922 1.9842 1.9109  0.012
N4 -0.0267 2.7837 0.9330  0.001
S3 1.8768 1.1042 1.7554  0.037
H33 -1.2119 2.3293 3.1004  0.001
H34 -0.0625 1.1535 3.6556  0.001
H35 -0.9649 3.1539 0.9528  0.001
H36 0.3383 2.6003 0.0088  0.000

* largest force on an atom: 1.6 eV Å⁻¹
* orbital gap (alpha / beta): 7.584 / 7.230 eV
* HOMO level (alpha / beta): -7.362 / -7.853 eV
* multiplicity: 4
* electronic energy: -161340.89947 eV
* charge: 0
* energy relative to the best compared isomer or geometry (same formula, charge and spin): 13.78 kcal per mole
* LUMO level (alpha / beta): 0.22 / -0.62 eV

=====

# 2
The following is a quantum chemistry calculation of a molecular structure, C28H36F3FeN3S3Sb at a distorted geometry, from the Open Molecules 2025 dataset.

Each line ends with the Löwdin spin population.
Geometry (Å):
Fe1 -0.2467 0.2629 -0.0093  3.686
C1 -0.0030 -2.8761 -1.7814  0.001
N1 0.6790 -2.2226 -0.6665  0.023
C2 2.0688 -1.9510 -1.0432  0.001
C3 2.1757 -0.7990 -2.0258  0.003
N2 1.6236 0.4416 -1.4795  0.031
C4 0.6101 1.1131 -2.2926  0.015
C5 2.6216 1.3160 -0.9077  0.003
C6 3.3557 2.1532 -1.7365  0.001
C7 4.3424 2.9775 -1.2171  0.001
C8 4.5856 2.9371 0.1511  0.000
C9 3.8622 2.0908 0.9722  0.003
C10 2.8586 1.2450 0.4743  0.008
S1 1.9291 0.1621 1.4870  0.065
C11 0.5833 -3.0630 0.5212  0.001
C12 1.2661 -4.2802 0.4962  0.000
C13 1.2066 -5.1817 1.5421  0.000
C14 0.4290 -4.8520 2.6466  0.000
C15 -0.2486 -3.6522 2.6796  0.003
C16 -0.2015 -2.7108 1.6324  0.007
S2 -1.0973 -1.2192 1.8734  0.047
H1 0.5874 -3.7120 -2.1879  0.000
H2 -0.1985 -2.1685 -2.5916  0.000
H3 -0.9500 -3.2773 -1.4415  0.000
H4 2.5310 -2.8355 -1.5100  0.000
H5 2.6188 -1.7020 -0.1385  0.000
H6 1.6650 -1.0342 -2.9623  0.000
H7 3.2352 -0.6554 -2.2623  0.001
H8 0.9220 2.0828 -2.6879  0.002
H9 -0.2951 1.3571 -1.7061  0.004
H10 0.2776 0.4767 -3.1126  0.000
H11 3.1448 2.1623 -2.8006  0.000
H12 4.9066 3.6377 -1.8631  0.000
H13 5.3484 3.5739 0.5843  0.000
H14 4.0615 2.0712 2.0369  0.001
H15 1.8604 -4.5226 -0.3770  0.000
H16 1.7506 -6.1165 1.4961  0.000
H17 0.3562 -5.5290 3.4899  0.000
H18 -0.8422 -3.3939 3.5478  0.001
F1 -1.8630 6.7644 0.7579  0.000
C17 -2.0711 5.5517 0.1818  0.001
F2 -3.4059 5.3998 0.1276  0.001
F3 -1.6304 5.6681 -1.0811  0.000
C18 -1.3817 4.4608 0.9527  0.001
C19 -0.7314 4.7802 2.1256  0.000
C20 -0.0993 3.7880 2.8612  0.001
C21 -0.1038 2.5092 2.3418  0.001
N3 -0.7027 2.1907 1.1952  0.021
C22 -1.3992 3.1189 0.4988  0.002
S3 -2.2831 2.5614 -0.8689  0.023
H19 -0.7229 5.8058 2.4696  0.000
H20 0.4015 3.9987 3.7946  0.000
H21 0.3959 1.6874 2.8358  0.000
C23 -5.0240 -2.9989 -1.5777  0.002
C24 -3.5144 -2.8031 -1.4650  0.008
Sb1 -2.7869 -0.7884 -1.1451  0.018
C25 -3.2094 -0.0265 -3.1233  0.004
C26 -4.6247 -0.0310 -3.6870  0.001
C27 -4.5086 -0.0692 -0.1001  0.002
C28 -4.7832 -0.7629 1.2307  0.000
H22 -5.2598 -4.0045 -1.9392  0.001
H23 -5.4915 -2.2908 -2.2616  0.000
H24 -5.5188 -2.8802 -0.6145  0.000
H25 -3.0221 -3.1411 -2.3810  0.000
H26 -3.1128 -3.4152 -0.6532  0.000
H27 -2.5361 -0.5967 -3.7734  0.000
H28 -2.8200 0.9938 -3.0977  0.000
H29 -5.0036 -1.0430 -3.8383  0.000
H30 -4.6707 0.4727 -4.6571  0.000
H31 -5.3227 0.4869 -3.0265  0.000
H32 -5.3532 -0.1655 -0.7867  0.000
H33 -4.3294 0.9930 0.0575  0.000
H34 -4.9033 -1.8432 1.1345  0.000
H35 -5.6983 -0.3703 1.6835  0.000
H36 -3.9633 -0.6097 1.9316  0.000

* largest force on an atom: 1.9 eV Å⁻¹
* orbital gap (alpha / beta): 6.766 / 6.698 eV
* HOMO level (alpha / beta): -4.111 / -4.054 eV
* multiplicity: 5
* electronic energy: -115676.36535 eV
* charge: -1
* energy relative to the best compared isomer or geometry (same formula, charge and spin): 24.51 kcal per mole
* LUMO level (alpha / beta): 2.66 / 2.64 eV